C50H142N21O11P7S2 | ωB97M-V with the def2-TZVPD basis set

Structure (ORCA input):
```
! RIJCOSX wB97M-V def2-TZVPD def2/J DEFGRID3
* xyz 0 1
C 2.80021 5.01918 1.76563
C 3.33149 6.35000 2.42455
C 4.43827 6.05029 3.40753
S 4.03106 4.42815 4.14423
O 3.54831 4.53261 5.51395
O 5.10400 3.45932 3.88582
C 2.62247 4.03509 2.99834
H 3.55170 4.68862 1.07625
H 1.84677 5.10919 1.31334
H 2.49914 6.71446 3.07765
H 3.54379 7.02448 1.65367
H 4.76294 6.85914 4.06055
H 5.40208 5.90028 2.88369
H 1.72667 4.27279 3.62518
H 2.77315 2.97842 2.75999
C 0.30953 1.52275 1.26202
C 0.91704 1.30270 -0.14938
C 0.07360 0.10932 -0.68655
S -1.60513 0.61737 -0.24406
O -2.35591 -0.49689 0.30486
O -2.28549 1.38180 -1.31229
C -1.16097 1.74718 1.04047
H 0.74249 2.28979 1.87156
H 0.55598 0.58424 1.78848
H 1.99832 1.16335 -0.01479
H 0.79849 2.20219 -0.78658
H 0.32832 -0.76877 -0.07751
H 0.10296 -0.15153 -1.75321
H -1.74340 1.57102 1.98347
H -1.42003 2.77852 0.70758
O -5.29517 3.61735 4.15828
P -5.75546 2.20546 4.11648
N -6.31132 1.65931 2.65311
C -7.42290 2.39749 2.07167
C -5.17732 1.34810 1.71778
N -7.10394 1.95134 5.08510
C -7.25950 2.59263 6.37348
C -8.30446 1.15566 4.76463
N -4.55084 1.18086 4.62935
C -4.83907 -0.24968 4.81700
C -3.19529 1.61157 4.76779
H -8.14250 1.70432 1.64046
H -6.97237 3.05495 1.30348
H -7.84062 3.12565 2.71482
H -4.52116 2.26323 1.54340
H -5.63820 1.03736 0.73382
H -4.54905 0.54827 2.14470
H -8.03824 3.37563 6.15347
H -7.58851 1.88331 7.15109
H -6.33123 3.11035 6.68255
H -9.19403 1.80235 4.63828
H -8.20098 0.61863 3.78745
H -8.45626 0.36664 5.51195
H -4.54043 -0.50086 5.82235
H -5.91357 -0.43558 4.88405
H -4.46006 -0.95818 4.06828
H -3.21505 2.67034 4.91695
H -2.56283 1.37418 3.86948
H -2.72310 1.21626 5.71292
O 0.75801 -3.36943 4.70733
P -0.59602 -3.93818 4.41553
N -1.50808 -2.79743 3.46013
C -1.16842 -1.40589 3.46235
C -2.59503 -3.22209 2.60054
N -1.35854 -4.30377 5.84791
C -1.09751 -3.35726 6.91623
C -2.66912 -4.83217 5.88008
N -0.65978 -5.40258 3.61018
C -0.28235 -6.50786 4.47254
C -0.32871 -5.52147 2.18347
H -0.75712 -1.11764 2.50503
H -0.37923 -1.13349 4.23595
H -2.06812 -0.86065 3.65894
H -3.41029 -2.52247 2.63849
H -2.98820 -4.17506 2.86686
H -2.27227 -3.20285 1.57664
H -1.80174 -2.46464 6.84200
H -1.25587 -3.83013 7.84532
H -0.13346 -2.88132 6.91706
H -3.39542 -4.02294 6.03100
H -2.78580 -5.44368 4.98108
H -2.88508 -5.49701 6.72873
H 0.68532 -6.87000 4.14332
H -0.33603 -6.25281 5.49209
H -0.89173 -7.40555 4.35217
H 0.69386 -5.76106 1.99016
H -0.58331 -4.70074 1.55838
H -0.93833 -6.28783 1.69131
O 3.49523 -5.06680 -5.23243
P 2.19145 -4.30722 -5.09771
N 2.22539 -3.02344 -6.13077
C 3.25869 -2.68747 -7.07601
C 1.11578 -2.16959 -6.30767
N 1.76142 -3.80865 -3.55811
C 0.47227 -3.85153 -2.93721
C 2.79189 -3.16771 -2.70866
N 0.75887 -5.07841 -5.49542
C 0.49688 -5.30924 -6.95399
C 0.27732 -6.22973 -4.71319
H 4.20519 -3.20296 -6.88152
H 3.60824 -1.63949 -6.99427
H 2.98441 -2.84858 -8.12947
H 0.26519 -2.39279 -5.67797
H 0.68207 -2.12480 -7.34544
H 1.46816 -1.18351 -6.01976
H -0.23498 -4.15862 -3.71610
H 0.48856 -4.51550 -2.03358
H 0.20303 -2.81321 -2.58656
H 2.64853 -2.07128 -2.62354
H 2.75435 -3.58940 -1.68169
H 3.78967 -3.40782 -3.13638
H 0.94680 -6.30757 -7.09031
H -0.54550 -5.29403 -7.13581
H 0.97060 -4.56057 -7.59660
H 0.76916 -6.21264 -3.72611
H 0.53017 -7.15897 -5.17838
H -0.76994 -6.11445 -4.51638
O -5.70000 -4.52472 -3.04571
P -4.88683 -3.42335 -2.46140
N -4.14192 -3.90666 -1.04242
C -4.96691 -4.56336 -0.05797
C -2.71030 -4.27018 -1.01808
N -5.84924 -2.15987 -2.04244
C -5.51466 -1.06085 -1.19688
C -6.95426 -1.76259 -2.93925
N -3.77939 -2.91258 -3.61142
C -3.27692 -3.85700 -4.65165
C -2.83781 -1.91775 -3.22140
H -5.93242 -4.08509 0.05519
H -4.45498 -4.45388 0.93844
H -5.17940 -5.65436 -0.24836
H -2.15454 -3.55082 -0.51967
H -2.25701 -4.50008 -1.99403
H -2.55046 -5.24711 -0.54285
H -5.37328 -0.13621 -1.75039
H -6.33576 -0.80685 -0.53612
H -4.60257 -1.27859 -0.66119
H -6.81684 -0.84307 -3.53153
H -7.20338 -2.55259 -3.68816
H -7.83581 -1.62888 -2.25558
H -4.09355 -4.60148 -4.83050
H -3.08399 -3.23154 -5.48994
H -2.34668 -4.35856 -4.33775
H -2.00588 -2.35509 -2.72040
H -3.22076 -1.09567 -2.64219
H -2.40597 -1.36854 -4.11646
O 3.23114 -0.86971 -0.13359
P 3.88476 -1.64998 0.99273
N 3.14714 -3.15237 1.32399
C 1.66945 -3.14226 1.09450
C 3.66378 -4.13616 2.24772
N 3.97570 -0.74349 2.44548
C 4.11888 0.70016 2.38000
C 3.19894 -1.23243 3.64878
N 5.49124 -2.02620 0.66964
C 5.90394 -2.28299 -0.72895
C 6.57129 -2.06466 1.64368
H 1.34610 -4.18583 0.96855
H 1.40423 -2.42906 0.28774
H 1.17215 -2.90607 2.10092
H 4.72800 -4.13775 2.19283
H 3.21684 -5.13066 2.09382
H 3.31817 -3.85352 3.25999
H 4.73185 0.89044 1.49029
H 3.11831 1.12139 2.23788
H 4.63365 1.03861 3.27002
H 2.64504 -0.42357 4.15847
H 2.33432 -1.91291 3.48263
H 3.92381 -1.67274 4.34099
H 5.39117 -1.70428 -1.49492
H 6.97631 -2.04821 -0.85211
H 5.82976 -3.31050 -0.98742
H 6.27172 -1.57130 2.59168
H 7.51491 -1.62133 1.24570
H 6.86422 -3.09063 1.98426
O -0.33701 4.82353 0.79987
P -0.64202 5.60829 -0.41057
N 0.09098 5.38406 -1.90370
C -0.24687 4.05198 -2.51625
C 1.55648 5.60136 -1.96013
N -0.31138 7.26030 -0.12067
C -0.61696 8.21720 -1.21517
C -0.60112 7.79650 1.20235
N -2.23320 5.35955 -0.84243
C -3.23785 5.12623 0.11739
C -2.76774 5.78009 -2.13388
H 0.61670 3.36280 -2.34764
H -0.37876 4.21210 -3.62284
H -1.14390 3.58520 -2.08958
H 1.64247 6.67887 -1.71534
H 1.89360 5.27942 -2.98308
H 2.11337 4.96755 -1.25751
H -0.48849 7.66341 -2.09299
H -1.66305 8.65912 -1.20746
H 0.02461 9.09389 -1.19230
H -1.68815 8.10384 1.29779
H -0.26660 7.05570 1.97976
H 0.00248 8.73909 1.27622
H -3.86669 4.27735 -0.19757
H -2.80592 4.78158 1.03763
H -3.79821 6.01781 0.31076
H -3.49614 6.61622 -2.03498
H -3.31445 4.97577 -2.64209
H -1.97725 6.16819 -2.81362
O 7.20665 1.01065 -3.48671
P 5.92156 1.78848 -3.31523
N 5.94526 3.28486 -3.94261
C 4.77268 4.10751 -4.12175
C 7.16078 3.77563 -4.55462
N 5.48984 1.75685 -1.69034
C 4.53274 2.70419 -1.13401
C 6.65485 1.47327 -0.76857
N 4.64918 1.13559 -4.18845
C 4.68697 1.30402 -5.64573
C 4.09942 -0.17113 -3.70591
H 3.91661 3.41169 -4.05734
H 4.76300 4.56976 -5.12902
H 4.70124 4.96540 -3.38468
H 7.01328 4.14103 -5.60393
H 8.01743 2.95583 -4.60185
H 7.57953 4.66560 -4.11345
H 5.01670 3.67606 -0.97095
H 3.70539 2.73372 -1.82512
H 4.20324 2.35360 -0.12389
H 7.39410 0.88575 -1.20457
H 6.99523 2.46213 -0.60248
H 6.22375 1.03858 0.14011
H 4.71164 0.26727 -6.14376
H 3.72247 1.75211 -5.97334
H 5.40047 2.02428 -6.04938
H 3.05930 -0.25028 -3.92394
H 4.18066 -0.00099 -2.58837
H 4.67692 -1.03115 -4.09566
*
```

## Properties
Kohn-Sham gap, Ha: 0.3252
SMILES: CN(C)P(=O)(N(C)C)N(C)C.CN(C)P(=O)(N(C)C)N(C)C.CN(C)P(=O)(N(C)C)N(C)C.CN(C)P(=O)(N(C)C)N(C)C.CN(C)P(=O)(N(C)C)N(C)C.CN(C)P(=O)(N(C)C)N(C)C.CN(C)P(=O)(N(C)C)N(C)C.O=S1(=O)CCCC1.O=S1(=O)CCCC1
Relative energy (zero: lowest compared OMol25 entry of this formula, charge and spin), kJ/mol: 0.0
Molecular weight, u: 1494.8
Electronic energy, Eh: -7153.88640
HOMO, eV: -8.57
LUMO, eV: 0.3

Results of the Mulliken charge analysis, in e, for atoms 1 through 8: 1.4877, -1.0186, -0.8351, 1.1553, -0.7052, -0.6597, 0.7307, -0.0246